1.
Computed, not measured: an isolated molecule of C5H8N2, with ωB97M-V/def2-TZVPD.

As for the spin multiplicity: 1. As for the SMILES: C=C[C@]1(N)NC1=C.

Each atom is followed by the atoms it is bonded to, with distances in Å.
Atoms and positions in Å:
1 N 0.809 0.542 -1.687  C6 1.440, H8 1.015, H14 1.013
2 N 0.192 -1.382 -0.274  C3 1.382, C6 1.474, H9 1.013
3 C 0.912 -0.519 0.530  N2 1.382, C5 1.307, C6 1.468
4 C -2.152 0.128 0.534  C7 1.321, H11 1.078, H13 1.074
5 C 1.697 -0.395 1.567  C3 1.307, H12 1.076, H15 1.077
6 C 0.087 0.065 -0.536  N1 1.440, N2 1.474, C3 1.468, C7 1.485
7 C -1.221 0.691 -0.216  C4 1.321, C6 1.485, H10 1.084
8 H 0.207 0.560 -2.504  N1 1.015
9 H 0.691 -1.943 -0.953  N2 1.013
10 H -1.356 1.683 -0.633  C7 1.084
11 H -3.082 0.629 0.746  C4 1.078
12 H 2.093 -1.254 2.080  C5 1.076
13 H -2.018 -0.858 0.940  C4 1.074
14 H 1.169 1.477 -1.537  N1 1.013
15 H 1.971 0.576 1.942  C5 1.077

---

2.
Computed, not measured: a cluster of 4 separate species, C2H14N2O3 in total, with ωB97M-V/def2-TZVPD.

As for the spin multiplicity: 1. As for the SMILES: CNCN.O.O.O.

Each atom is followed by the atoms it is bonded to, with distances in Å.
Atoms and positions in Å:
1 O -0.239 0.406 2.233  H17 0.962, H18 0.966
2 O 1.850 -1.324 1.029  H9 0.955, H11 0.972
3 O 3.389 1.257 0.349  H8 0.971, H19 0.959
4 N -1.273 -0.564 -0.300  C6 1.482, C7 1.475, H10 1.017
5 N -1.157 1.855 -0.395  C7 1.472, H13 1.022, H21 1.026
6 C -1.053 -1.761 -1.146  N4 1.482, H12 1.098, H15 1.085, H20 1.091
7 C -0.612 0.595 -0.928  N4 1.475, N5 1.472, H14 1.107, H16 1.089
8 H 2.967 0.385 0.412  O3 0.971
9 H 2.299 -1.635 1.813  O2 0.955
10 H -2.259 -0.331 -0.395  N4 1.017
11 H 1.110 -0.828 1.419  O2 0.972
12 H -1.656 -1.809 -2.063  C6 1.098
13 H -1.327 2.522 -1.150  N5 1.022
14 H -0.723 0.448 -2.020  C7 1.107
15 H -1.271 -2.687 -0.624  C6 1.085
16 H 0.461 0.650 -0.748  C7 1.089
17 H -0.870 -0.241 1.903  O1 0.962
18 H -0.199 1.208 1.698  O1 0.966
19 H 2.691 1.909 0.442  O3 0.959
20 H 0.018 -1.756 -1.351  C6 1.091
21 H -2.148 1.700 -0.179  N5 1.026

---

3.
Computed, not measured: an isolated molecule of C26H32N4O2, with ωB97M-V/def2-TZVPD.

As for the spin multiplicity: 1. As for the SMILES: Cc1ccc(CN2CCC(n3nccc3NC(=O)CCOc3ccccc3)CC2)cc1C.

Each atom is followed by the atoms it is bonded to, with distances in Å.
Atoms and positions in Å:
1 O 2.126 1.923 0.775  C7 1.372, C17 1.416
2 O 5.380 -0.274 2.366  C25 1.209
3 N 3.225 -2.283 -0.616  N5 1.339, C20 1.443, C27 1.358
4 N -0.679 -0.715 -1.273  C10 1.453, C13 1.454, C16 1.459
5 N 3.872 -3.327 -1.149  N3 1.339, C26 1.316
6 N 3.596 -0.505 0.969  C25 1.361, C27 1.387, H33 1.012
7 C 1.508 2.820 -0.058  O1 1.372, C15 1.389, C31 1.394
8 C 1.703 -0.764 -1.861  C13 1.526, C20 1.530, H38 1.090, H60 1.091
9 C -4.933 -1.340 0.576  C12 1.397, C14 1.498, C21 1.387
10 C -0.553 -1.952 -0.521  N4 1.453, C30 1.525, H46 1.106, H64 1.092
11 C -3.898 0.696 1.308  C12 1.388, C24 1.382, H58 1.081
12 C -4.877 -0.273 1.477  C9 1.397, C11 1.388, C23 1.498
13 C 0.268 -0.683 -2.375  N4 1.454, C8 1.526, H36 1.093, H50 1.106
14 C -5.975 -2.406 0.720  C9 1.498, H34 1.087, H51 1.090, H55 1.090
15 C 1.981 4.097 -0.330  C7 1.389, C19 1.386, H42 1.079
16 C -2.042 -0.523 -1.755  N4 1.459, C28 1.504, H44 1.105, H48 1.095
17 C 3.220 2.366 1.556  O1 1.416, C18 1.528, H39 1.099, H61 1.098
18 C 3.562 1.283 2.578  C17 1.528, C25 1.525, H45 1.090, H47 1.092
19 C 1.272 4.920 -1.191  C15 1.386, C32 1.382, H63 1.080
20 C 1.869 -2.051 -1.052  N3 1.443, C8 1.530, C30 1.529, H49 1.097
21 C -4.009 -1.403 -0.457  C9 1.387, C28 1.388, H43 1.082
22 C 5.232 -2.284 0.295  C26 1.398, C27 1.382, H62 1.068
23 C -5.857 -0.174 2.606  C12 1.498, H35 1.090, H52 1.087, H56 1.090
24 C -2.987 0.626 0.271  C11 1.382, C28 1.388, H59 1.079
25 C 4.297 0.092 1.971  O2 1.209, N6 1.361, C18 1.525
26 C 5.073 -3.339 -0.610  N5 1.316, C22 1.398, H37 1.072
27 C 4.020 -1.621 0.264  N3 1.358, N6 1.387, C22 1.382
28 C -3.032 -0.432 -0.626  C16 1.504, C21 1.388, C24 1.388
29 C -0.364 3.208 -1.512  C31 1.380, C32 1.386, H40 1.080
30 C 0.843 -2.065 0.083  C10 1.525, C20 1.529, H41 1.090, H57 1.091
31 C 0.330 2.376 -0.657  C7 1.394, C29 1.380, H53 1.080
32 C 0.101 4.485 -1.782  C19 1.382, C29 1.386, H54 1.079
33 H 2.726 -0.070 0.690  N6 1.012
34 H -5.872 -3.155 -0.062  C14 1.087
35 H -5.790 -1.048 3.252  C23 1.090
36 H 0.130 0.256 -2.917  C13 1.093
37 H 5.781 -4.094 -0.883  C26 1.072
38 H 1.910 0.112 -1.247  C8 1.090
39 H 4.089 2.572 0.916  C17 1.099
40 H -1.279 2.859 -1.967  C29 1.080
41 H 0.996 -1.224 0.760  C30 1.090
42 H 2.895 4.461 0.111  C15 1.079
43 H -4.055 -2.231 -1.151  C21 1.082
44 H -2.338 -1.338 -2.440  C16 1.105
45 H 4.206 1.706 3.348  C18 1.090
46 H -0.748 -2.832 -1.163  C10 1.106
47 H 2.639 0.933 3.045  C18 1.092
48 H -2.055 0.413 -2.323  C16 1.095
49 H 1.665 -2.903 -1.713  C20 1.097
50 H 0.087 -1.515 -3.080  C13 1.106
51 H -5.888 -2.901 1.687  C14 1.090
52 H -5.666 0.714 3.204  C23 1.087
53 H -0.021 1.376 -0.448  C31 1.080
54 H -0.445 5.135 -2.449  C32 1.079
55 H -6.974 -1.976 0.658  C14 1.090
56 H -6.876 -0.122 2.225  C23 1.090
57 H 0.927 -2.990 0.655  C30 1.091
58 H -3.851 1.525 2.000  C11 1.081
59 H -2.240 1.396 0.157  C24 1.079
60 H 2.394 -0.762 -2.706  C8 1.091
61 H 2.946 3.288 2.085  C17 1.098
62 H 6.084 -2.034 0.888  C22 1.068
63 H 1.647 5.912 -1.397  C19 1.080
64 H -1.300 -1.942 0.275  C10 1.092

---

4.
Computed, not measured: a cluster of 2 separate species, C4H9NO in total, with ωB97M-V/def2-TZVPD.

As for the spin multiplicity: 1. As for the SMILES: C/N=C/O.C=C.

Each atom is followed by the atoms it is bonded to, with distances in Å.
Atoms and positions in Å:
1 O -1.992 0.060 0.478  C5 1.338, H10 0.982
2 N 0.193 0.713 0.421  C3 1.433, C5 1.259
3 C 1.207 1.686 0.702  N2 1.433, H7 1.097, H11 1.099, H14 1.097
4 C -0.568 -1.950 -1.243  C6 1.331, H9 1.086, H13 1.087
5 C -0.998 0.902 0.782  O1 1.338, N2 1.259, H15 1.095
6 C 0.578 -1.493 -0.741  C4 1.331, H8 1.087, H12 1.085
7 H 1.624 2.041 -0.248  C3 1.097
8 H 0.923 -1.763 0.253  C6 1.087
9 H -0.917 -1.639 -2.224  C4 1.086
10 H -1.601 -0.625 -0.107  O1 0.982
11 H 0.837 2.550 1.271  C3 1.099
12 H 1.222 -0.812 -1.286  C6 1.085
13 H -1.187 -2.646 -0.683  C4 1.087
14 H 2.029 1.218 1.257  C3 1.097
15 H -1.351 1.757 1.369  C5 1.095

---

5.
Computed, not measured: the ion C6H13N2O with charge +1, with ωB97M-V/def2-TZVPD.

As for the spin multiplicity: 1. Its net charge is +1. As for the SMILES: CC(=[NH2+])C/C(N)=C(\C)O.

Each atom is followed by the atoms it is bonded to, with distances in Å.
Atoms and positions in Å:
1 O 0.243 2.591 1.836  C6 1.409, H19 0.962
2 N 0.190 -1.371 -2.601  C7 1.289, H14 1.005, H21 0.999
3 N 0.416 2.019 -0.813  C4 1.365, H12 1.012, H20 1.002
4 C -0.125 1.121 0.061  N3 1.365, C6 1.336, C8 1.674
5 C -0.636 0.310 2.360  C6 1.485, H10 1.184, H15 1.148, H16 1.078
6 C -0.153 1.317 1.382  O1 1.409, C4 1.336, C5 1.485
7 C 0.138 -1.403 -1.314  N2 1.289, C8 1.554, C9 1.478
8 C -0.706 -0.243 -0.717  C4 1.674, C7 1.554, H13 1.020, H17 1.178
9 C 0.990 -2.228 -0.432  C7 1.478, H11 1.084, H18 1.068, H22 1.174
10 H 0.134 -0.589 2.395  C5 1.184
11 H 1.926 -2.497 -0.908  C9 1.084
12 H 1.259 2.471 -0.484  N3 1.012
13 H -1.174 0.265 -1.466  C8 1.020
14 H -0.423 -0.684 -3.003  N2 1.005
15 H -1.696 0.117 1.964  C5 1.148
16 H -0.633 0.592 3.401  C5 1.078
17 H -1.577 -0.554 0.012  C8 1.178
18 H 0.541 -3.197 -0.445  C9 1.068
19 H -0.494 2.813 2.412  O1 0.962
20 H -0.149 2.780 -1.137  N3 1.002
21 H 0.767 -2.070 -3.022  N2 0.999
22 H 1.162 -1.562 0.519  C9 1.174

---

6.
Computed, not measured: an isolated molecule of C5H7NO, with ωB97M-V/def2-TZVPD.

As for the spin multiplicity: 1. As for the SMILES: C#CCCNC=O.

Each atom is followed by the atoms it is bonded to, with distances in Å.
Atoms and positions in Å:
1 O -2.825 -0.543 -0.797  C5 1.215
2 N -1.195 0.453 0.464  C3 1.453, C5 1.363, H14 1.009
3 C -0.317 -0.701 0.563  N2 1.453, C7 1.542, H11 1.094, H13 1.094
4 C 2.855 0.945 -0.076  C6 1.205, H9 1.061
5 C -2.355 0.435 -0.251  O1 1.215, N2 1.363, H12 1.108
6 C 1.811 0.390 -0.309  C4 1.205, C7 1.462
7 C 0.846 -0.699 -0.449  C3 1.542, C6 1.462, H8 1.095, H10 1.097
8 H 1.588 -1.479 -0.246  C7 1.095
9 H 3.692 1.580 0.074  C4 1.061
10 H 0.467 -0.828 -1.470  C7 1.097
11 H 0.087 -0.746 1.579  C3 1.094
12 H -2.850 1.426 -0.276  C5 1.108
13 H -0.950 -1.580 0.408  C3 1.094
14 H -0.856 1.347 0.785  N2 1.009

---

7.
Computed, not measured: a cluster of 2 separate species, C4H15N2O in total, with ωB97M-V/def2-TZVPD.

As for the spin multiplicity: 1. Its net charge is +1.

Each atom is followed by the atoms it is bonded to, with distances in Å.
Atoms and positions in Å:
1 O -2.306 1.232 5.682  H17 0.952, H22 0.997
2 N 1.886 1.293 -0.905  C4 1.682, H9 1.031, H18 0.971
3 N -0.478 0.660 -0.480  C6 1.557, H12 0.984, H14 1.068, H15 1.013
4 C 2.132 -0.141 -1.749  N2 1.682, C5 1.559, H13 1.110, H16 1.033
5 C 0.831 -0.983 -1.918  C4 1.559, C6 1.582, H10 1.075, H19 1.051
6 C -0.135 -0.846 -0.673  N3 1.557, C5 1.582, C7 1.491, H8 1.112
7 C -1.336 -1.670 -0.992  C6 1.491, H11 1.108, H20 1.058, H21 1.102
8 H 0.419 -1.045 0.270  C6 1.112
9 H 2.551 1.039 -0.161  N2 1.031
10 H 1.197 -1.993 -1.948  C5 1.075
11 H -1.858 -1.540 -1.961  C7 1.108
12 H -1.192 0.904 -1.112  N3 0.984
13 H 2.776 -0.802 -1.132  C4 1.110
14 H -0.672 0.906 0.540  N3 1.068
15 H 0.333 1.240 -0.660  N3 1.013
16 H 2.393 0.010 -2.737  C4 1.033
17 H -3.105 1.496 6.127  O1 0.952
18 H 2.260 1.931 -1.534  N2 0.971
19 H 0.418 -0.790 -2.865  C5 1.051
20 H -2.126 -1.770 -0.296  C7 1.058
21 H -1.134 -2.752 -1.054  C7 1.102
22 H -2.618 1.472 4.766  O1 0.997

---

8.
Computed, not measured: the ion C2H6N5 with charge +1, with ωB97M-V/def2-TZVPD.

As for the spin multiplicity: 1. Its net charge is +1. As for the SMILES: Nn1ncc[n+]1N.

Each atom is followed by the atoms it is bonded to, with distances in Å.
Atoms and positions in Å:
1 N 0.301 -0.589 -0.600  N2 1.315, N3 1.263, N5 1.464
2 N 0.066 -1.872 -0.440  N1 1.315, H9 1.023, H13 0.970
3 N 1.287 -0.108 -1.225  N1 1.263, C7 1.348
4 N -1.352 0.219 1.025  N5 1.391, H11 1.021, H12 1.069
5 N -0.316 0.511 0.144  N1 1.464, N4 1.391, C6 1.377
6 C 0.448 1.611 -0.176  N5 1.377, C7 1.350, H10 1.083
7 C 1.367 1.230 -1.089  N3 1.348, C6 1.350, H8 1.013
8 H 2.074 1.816 -1.518  C7 1.013
9 H -0.639 -2.053 0.279  N2 1.023
10 H 0.272 2.660 0.026  C6 1.083
11 H -2.287 0.372 0.645  N4 1.021
12 H -1.264 0.666 1.992  N4 1.069
13 H 0.082 -2.459 -1.212  N2 0.970

---

The Kohn-Sham gap results, record by record, are as follows: 9.95; 10.40; 8.92; 10.03; 7.89; 10.67; 10.54; 9.89 eV.
The energy relative to the best compared isomer or geometry (same formula, charge and spin) results, record by record, are as follows: 2.720; 0.992; 1.170; 2.430; 3.028; 2.020; 2.360; 3.829 eV.